# 1
Computed, not measured: C2H9NS as an isolated structure in a non-equilibrium geometry, with ωB97M-V/def2-TZVPD.

Properties
spin multiplicity	1
HOMO	-9.0	eV
charge	0
Kohn-Sham gap	9.88	eV

```
13
Properties=species:S:1:pos:R:3:forces:R:3:nbo_charge:R:1
N 0.838470 2.784696 0.179413 0.747 1.550 0.187 -1.077
H 1.749837 2.948681 -0.249027 -0.180 -0.762 0.126 0.352
H 1.529094 -1.689814 -3.970388 -1.887 0.355 0.666 0.003
H 0.295396 3.534378 -0.221109 -0.483 0.126 0.126 0.351
H 0.397281 1.934683 -0.082987 -0.086 -0.906 -0.417 0.367
C 0.236645 -1.336289 -0.527944 -0.108 0.224 0.356 -0.505
C 0.519987 -1.062141 0.921745 -1.541 -0.060 -1.431 -0.446
S -1.102451 -0.314871 0.238267 1.808 -0.070 0.193 0.032
H 0.777616 -1.547837 -3.703326 1.886 -0.356 -0.679 -0.003
H 0.922804 -0.635299 -1.144825 -1.316 -1.975 0.494 0.236
H -0.126649 -2.359472 -0.827612 0.795 1.393 -0.121 0.243
H 1.466970 -0.591101 1.011703 0.219 1.305 0.597 0.217
H 0.217784 -1.658569 1.756603 0.146 -0.823 -0.097 0.230
```
Forces are in eV/Å.



# 2
Computed, not measured: C22H24N6O5W as an isolated structure, with ωB97M-V/def2-TZVPD.

Properties
spin multiplicity	3
HOMO (spin up / spin down)	-14.2 / -14.7	eV
<S²>	2.010
charge	+2
Kohn-Sham gap (spin up / spin down)	8.29 / 8.08	eV

```
58
Properties=species:S:1:pos:R:3:forces:R:3:lowdin_spin:R:1
W 0.380155 -0.145752 -1.014333 -0.022 -0.217 0.578 1.615
O 1.550562 0.418503 0.716251 0.094 -0.053 -0.063 0.017
C 2.080915 1.787482 0.615829 -0.044 -0.030 -0.086 0.008
C 2.892148 1.893056 -0.647300 0.064 0.043 0.036 0.001
N 2.138686 1.257837 -1.760016 -0.030 -0.037 0.123 0.000
C 3.067777 0.323905 -2.472316 -0.044 -0.048 0.038 0.004
C 3.153539 -0.931478 -1.614783 0.196 0.108 -0.020 0.011
O 4.173358 -1.433362 -1.247678 -0.012 -0.018 -0.104 0.022
O 1.943177 -1.358128 -1.237797 -0.150 -0.045 -0.074 0.070
C 1.461235 2.187185 -2.701496 -0.246 -0.119 -0.105 0.012
C 0.187434 1.430536 -3.103839 0.029 0.426 -0.137 0.021
O -0.886522 1.903169 -3.362255 0.148 0.114 -0.076 0.024
O 0.414195 0.112615 -3.023168 -0.112 -0.377 0.113 0.059
H 2.264516 -0.222782 0.884093 0.022 0.024 0.038 0.003
H 1.203814 2.426840 0.583332 0.025 -0.004 0.007 0.002
H 2.652331 2.002199 1.516253 0.024 0.029 -0.012 0.000
H 3.129469 2.935443 -0.864650 -0.016 -0.001 0.001 0.000
H 3.838418 1.365392 -0.524270 0.002 -0.001 -0.013 0.000
H 2.654474 0.068039 -3.443253 0.006 0.009 0.002 0.001
H 4.049108 0.778869 -2.594882 -0.003 0.005 0.003 0.000
H 1.222661 3.132262 -2.218470 -0.072 -0.029 0.020 0.000
H 2.065427 2.382355 -3.590223 0.072 0.070 0.060 0.002
C -2.830560 -0.110703 -1.303175 -0.017 0.011 0.079 0.004
N -1.637547 -0.715394 -1.919577 0.102 0.033 -0.208 0.004
C -1.686782 -2.190442 -2.039857 -0.072 -0.011 0.107 0.009
C -1.111975 -2.705846 -0.762581 0.004 -0.032 0.067 0.020
N -0.432182 -1.883223 0.021735 0.063 0.201 -0.259 0.009
C -0.001616 -2.642196 1.114244 -0.016 -0.095 0.107 0.000
C 0.699053 -2.288751 2.264391 0.027 -0.041 0.026 0.002
C 0.958036 -3.290921 3.177186 0.004 0.051 -0.012 0.000
C 0.521872 -4.607691 2.971008 -0.014 -0.034 -0.004 0.001
C -0.201172 -4.962691 1.851432 0.000 -0.030 -0.019 0.000
C -0.451351 -3.951670 0.933502 0.062 0.135 0.083 0.001
N -1.157072 -3.943405 -0.267193 -0.078 -0.010 -0.071 0.010
C -2.393741 0.992032 -0.406862 0.080 -0.047 0.093 0.019
N -1.197244 0.984719 0.171941 -0.045 0.059 -0.413 0.027
C -1.283434 1.953292 1.197545 -0.020 0.007 0.109 0.002
C -0.460195 2.239807 2.289132 0.004 0.039 0.008 0.001
C -0.870943 3.221078 3.168551 0.013 -0.020 -0.011 0.001
C -2.084109 3.903469 3.003751 -0.010 0.000 0.002 0.001
C -2.947020 3.578706 1.979814 -0.016 0.014 -0.029 0.001
C -2.526460 2.583476 1.107443 0.079 -0.040 0.079 0.001
N -3.197112 1.936609 0.078768 -0.088 -0.032 -0.070 0.009
H -3.329945 -0.850103 -0.670876 -0.021 -0.006 -0.032 0.001
H -3.535068 0.216589 -2.068252 0.006 0.027 0.007 0.000
H -1.535608 -0.317162 -2.852668 0.007 -0.033 0.026 0.002
H -1.075974 -2.490713 -2.893346 0.037 0.009 0.014 0.001
H -2.704949 -2.548271 -2.207544 0.016 -0.013 -0.019 0.001
H 0.999992 -1.270571 2.465087 -0.015 0.007 -0.013 0.000
H 1.501158 -3.056128 4.082039 -0.001 -0.001 0.003 0.000
H 0.748006 -5.357804 3.715661 -0.002 -0.009 -0.006 0.000
H -0.551119 -5.974254 1.698334 -0.003 -0.002 0.012 0.000
H -1.628633 -4.731519 -0.684374 0.007 0.001 -0.009 0.000
H 0.440916 1.682987 2.488568 -0.019 -0.009 0.012 0.000
H -0.251854 3.452408 4.024437 0.000 0.001 0.001 0.000
H -2.363363 4.666692 3.716316 -0.006 0.003 -0.004 0.000
H -3.911157 4.056909 1.873619 -0.001 0.001 0.012 0.000
H -4.147724 2.106503 -0.213231 0.006 0.013 0.001 0.000
```
Forces are in eV/Å.



# 3
Computed, not measured: a 12-piece molecular cluster, C12H36N12O24 overall in a non-equilibrium geometry, with ωB97M-V/def2-TZVPD.

Properties
spin multiplicity	2
HOMO (spin up / spin down)	-0.9 / -4.5	eV
<S²>	0.753
charge	-1
Kohn-Sham gap (spin up / spin down)	1.98 / 5.56	eV

```
84
Properties=species:S:1:pos:R:3:forces:R:3:lowdin_spin:R:1
C 0.599385 4.538873 0.213833 -0.933 -0.755 -0.452 0.002
N 2.009205 4.484673 0.530453 0.416 1.957 -0.346 0.000
O 2.404305 5.523573 1.048623 0.897 -0.643 0.281 0.000
O 2.686875 3.539563 0.213113 0.347 -0.374 0.235 0.000
H 0.392735 3.752763 -0.512407 -0.383 0.115 0.275 0.002
H 0.370265 5.529513 -0.178897 0.089 -0.196 0.170 0.000
H 0.131835 4.386323 1.186573 -0.456 -0.092 -0.332 0.000
C -2.792585 -1.799317 -2.240807 -0.121 0.550 -0.150 0.004
N -3.055745 -3.276497 -2.158497 0.125 2.712 1.547 0.001
O -3.240045 -3.880827 -3.144067 -0.422 -1.790 -2.749 0.000
O -3.043075 -3.759007 -1.044887 0.176 -0.612 1.015 0.000
H -1.715065 -1.692627 -2.115697 -0.149 0.197 0.030 0.001
H -3.345595 -1.267527 -1.466547 0.367 -0.360 0.024 0.002
H -3.120855 -1.364317 -3.184807 0.187 -0.478 -0.065 0.001
C 3.935545 -2.265227 2.594773 -0.203 0.265 0.130 0.000
N 4.988165 -2.539407 1.603843 0.320 2.577 -0.432 0.000
O 5.103325 -3.690147 1.311763 0.927 -1.267 -0.799 0.000
O 5.533715 -1.557017 1.064753 -0.552 -1.908 0.905 0.000
H 3.130555 -1.993967 1.911763 -0.448 0.190 0.560 0.000
H 4.223905 -1.446807 3.254433 -0.097 -0.041 -0.293 0.000
H 3.730735 -3.189357 3.135263 -0.038 0.222 -0.108 0.000
C -4.646115 -1.584247 0.776723 0.475 -0.831 0.403 0.002
N -5.534035 -0.632707 0.149723 -2.191 -1.617 -2.124 0.006
O -5.865315 -0.932187 -1.003507 0.534 0.747 0.406 0.002
O -6.114605 0.177053 0.811753 0.068 1.329 0.891 0.012
H -5.228635 -2.047057 1.573333 0.241 0.452 0.411 0.001
H -3.762015 -1.036347 1.102693 0.083 -0.455 0.061 0.001
H -4.509615 -2.394147 0.060113 0.691 0.458 0.116 0.000
C 2.123685 -5.154627 0.992293 1.973 -0.868 -0.781 0.000
N 1.138415 -4.442747 1.757453 0.164 1.201 1.372 0.000
O 0.637775 -3.480567 1.189153 -0.441 -0.723 0.909 0.000
O 1.036335 -4.736307 2.953653 -0.568 0.369 -1.309 0.000
H 1.818515 -6.160147 0.702643 -0.485 0.316 -0.200 0.000
H 3.014455 -5.323137 1.597463 -0.230 0.165 0.348 0.000
H 2.439285 -4.492987 0.185613 -0.400 -0.427 -0.286 0.000
C 0.721655 -0.042557 -0.186757 -1.088 -0.067 1.159 0.001
N -0.577355 0.771353 0.134263 0.812 -3.085 -3.027 0.019
O -1.603285 0.235173 -0.254857 -0.262 -0.142 0.527 0.007
O -0.503195 1.830953 0.630203 0.310 2.267 1.615 0.010
H 0.382315 -1.050377 -0.426017 -0.011 0.241 -0.056 0.000
H 1.194225 -0.050977 0.795443 0.525 0.091 -0.317 0.000
H 1.309005 0.367503 -1.008317 -0.414 0.418 0.340 0.000
C -4.036095 2.440973 -0.782777 0.466 0.456 0.492 0.036
N -3.136845 2.430253 -1.955817 -2.247 2.912 3.832 0.397
O -3.164665 1.500033 -2.713247 -0.620 -5.275 -3.693 0.237
O -2.164085 3.225803 -1.962127 2.187 2.056 0.470 0.216
H -3.864275 1.649203 -0.053607 0.600 -0.752 -0.155 0.017
H -5.103845 2.347443 -0.980907 -0.003 0.216 -0.692 0.008
H -3.825905 3.327813 -0.184927 -0.138 0.271 -0.404 0.000
C 1.602725 1.890873 5.060093 0.159 -0.113 -0.512 0.000
N 1.678085 2.247223 3.608463 -1.397 0.515 0.072 0.000
O 1.750705 3.449153 3.339263 0.151 -1.943 -0.107 0.000
O 1.542285 1.296063 2.851343 0.489 1.057 -0.232 0.000
H 2.506065 2.372483 5.434433 -0.358 -0.325 0.734 0.000
H 1.538625 0.803253 5.092913 0.618 0.174 0.173 0.000
H 0.657425 2.245013 5.471313 0.310 0.614 -0.072 0.000
C -0.300085 2.476063 -4.580227 1.231 0.919 -0.038 0.001
N 0.165575 1.499693 -3.548177 -1.316 -0.124 0.107 0.005
O 0.751985 1.956933 -2.574487 0.093 -0.265 -0.518 0.001
O -0.117115 0.334013 -3.706057 0.292 -0.045 0.137 0.002
H -0.085485 2.123183 -5.588947 0.031 -0.420 0.274 0.000
H 0.377045 3.293153 -4.331327 -0.473 0.429 -0.443 0.000
H -1.343955 2.780353 -4.503707 0.078 -0.489 0.747 0.002
C 0.207965 -4.570497 -2.065887 -1.556 -1.463 -0.272 0.000
N 0.890635 -3.378067 -2.432627 -0.134 2.909 -2.582 0.000
O 0.498085 -2.719317 -3.421347 0.547 -1.676 1.640 0.000
O 1.742095 -2.981637 -1.680357 1.020 0.061 0.607 0.000
H 0.879215 -5.340457 -1.685507 -0.030 0.461 0.234 0.000
H -0.349515 -4.968677 -2.913687 0.142 0.211 -0.043 0.000
H -0.526565 -4.192497 -1.354767 0.029 -0.547 0.429 0.000
C -2.308545 1.883893 3.624523 0.211 -0.827 -1.163 0.001
N -2.164045 3.331423 3.534753 -1.367 2.031 -0.346 0.000
O -2.036775 3.927353 4.570303 0.742 0.138 2.264 0.000
O -2.308555 3.954633 2.505343 0.180 -1.305 -0.941 0.000
H -1.822275 1.529673 2.715593 0.315 -0.439 0.268 0.000
H -3.352635 1.594413 3.505433 -0.087 0.416 0.191 0.001
H -1.910545 1.551583 4.583313 0.043 0.023 -0.376 0.000
C 4.216185 0.978693 -1.902127 -0.307 -0.405 1.460 0.000
N 4.652625 0.955293 -3.312257 -1.426 0.059 1.383 0.000
O 4.123755 0.162123 -4.044027 0.313 -0.344 -1.056 0.000
O 5.444925 1.826833 -3.572497 0.622 0.006 -0.944 0.000
H 5.122295 0.785873 -1.327777 -0.043 0.922 0.181 0.000
H 3.522015 0.227453 -1.525447 -0.005 -0.571 -1.192 0.000
H 3.652415 1.898763 -1.748057 0.801 0.368 0.183 0.000
```
Forces are in eV/Å.